# 1
Computed, not measured: a cluster of 10 separate species, C45H55F2N5O25S3 in total in a non-equilibrium geometry, with wB97M-V/def2-TZVPD.

## Properties
charge	0
SMILES string	O=[N+]([O-])c1ccccc1.O=[N+]([O-])c1ccccc1.O=[N+]([O-])c1ccccc1.O=[N+]([O-])c1ccccc1.O=[N+]([O-])c1ccccc1.O=C1OC[C@@H](F)O1.O=C1OC[C@@H](F)O1.CCOS(C)(=O)=O.CCOS(C)(=O)=O.CCOS(C)(=O)=O
2S+1	1
HOMO-LUMO gap	9.19	eV
LUMO energy	-0.92	eV
HOMO	-10.107	eV

Last columns: bonded neighbours and bond lengths (Å).
Geometry (Å):
1 C 5.54 -5.21 2.40  C2 1.377, C6 1.363, H10 1.080
2 C 4.18 -5.21 2.62  C1 1.377, C3 1.367, H11 1.080
3 C 3.60 -5.67 3.77  C2 1.367, C4 1.382, H12 1.080
4 C 4.40 -6.20 4.76  C3 1.382, C5 1.403, N7 1.504
5 C 5.79 -6.05 4.61  C4 1.403, C6 1.414, H13 1.080
6 C 6.37 -5.58 3.41  C1 1.363, C5 1.414, H14 1.080
7 N 3.83 -7.06 5.86  C4 1.504, O8 1.193, O9 1.219
8 O 2.65 -7.21 5.91  N7 1.193
9 O 4.44 -7.49 6.82  N7 1.219
10 H 5.92 -4.88 1.45  C1 1.080
11 H 3.61 -4.84 1.78  C2 1.080
12 H 2.53 -5.73 3.86  C3 1.080
13 H 6.37 -6.35 5.47  C5 1.080
14 H 7.42 -5.60 3.16  C6 1.080
15 C -3.95 -5.44 -4.67  C16 1.425, C20 1.410, H24 1.080
16 C -2.71 -6.08 -4.98  C15 1.425, C17 1.392, H25 1.080
17 C -1.61 -5.33 -5.37  C16 1.392, C18 1.313, H26 1.080
18 C -1.68 -4.02 -5.30  C17 1.313, C19 1.377, N21 1.494
19 C -2.77 -3.33 -4.83  C18 1.377, C20 1.408, H27 1.080
20 C -3.95 -4.04 -4.54  C15 1.410, C19 1.408, H28 1.080
21 N -0.40 -3.28 -5.53  C18 1.494, O22 1.245, O23 1.182
22 O 0.68 -3.88 -5.35  N21 1.245
23 O -0.45 -2.15 -5.85  N21 1.182
24 H -4.76 -6.13 -4.46  C15 1.080
25 H -2.65 -7.16 -4.92  C16 1.080
26 H -0.65 -5.80 -5.56  C17 1.080
27 H -2.86 -2.25 -4.79  C19 1.080
28 H -4.86 -3.51 -4.27  C20 1.080
29 C 3.47 1.14 3.96  C30 1.373, C34 1.409, H38 1.080
30 C 3.72 2.08 2.98  C29 1.373, C31 1.382, H39 1.080
31 C 4.72 1.97 2.03  C30 1.382, C32 1.386, H40 1.080
32 C 5.50 0.82 1.99  C31 1.386, C33 1.415, N35 1.450
33 C 5.28 -0.13 3.01  C32 1.415, C34 1.401, H41 1.080
34 C 4.33 0.03 4.03  C29 1.409, C33 1.401, H42 1.080
35 N 6.44 0.61 0.90  C32 1.450, O36 1.227, O37 1.270
36 O 6.84 1.61 0.31  N35 1.227
37 O 6.89 -0.55 0.66  N35 1.270
38 H 2.64 1.26 4.64  C29 1.080
39 H 3.05 2.92 3.01  C30 1.080
40 H 4.80 2.74 1.29  C31 1.080
41 H 5.91 -1.00 2.93  C33 1.080
42 H 4.16 -0.87 4.61  C34 1.080
43 C 5.84 -0.27 -6.36  C44 1.416, C48 1.408, H52 1.080
44 C 6.21 0.80 -7.22  C43 1.416, C45 1.368, H53 1.080
45 C 6.24 2.06 -6.70  C44 1.368, C46 1.368, H54 1.080
46 C 6.02 2.31 -5.38  C45 1.368, C47 1.416, N49 1.471
47 C 5.56 1.23 -4.58  C46 1.416, C48 1.336, H55 1.080
48 C 5.44 -0.02 -5.04  C43 1.408, C47 1.336, H56 1.080
49 N 6.21 3.68 -4.88  C46 1.471, O50 1.279, O51 1.243
50 O 5.50 4.08 -3.89  N49 1.279
51 O 7.16 4.31 -5.38  N49 1.243
52 H 5.85 -1.28 -6.73  C43 1.080
53 H 6.48 0.65 -8.26  C44 1.080
54 H 6.64 2.78 -7.41  C45 1.080
55 H 5.32 1.35 -3.54  C47 1.080
56 H 5.06 -0.85 -4.47  C48 1.080
57 C -1.90 7.23 0.25  C58 1.429, C62 1.410, H66 1.080
58 C -3.17 7.06 0.89  C57 1.429, C59 1.361, H67 1.080
59 C -3.58 7.80 1.96  C58 1.361, C60 1.417, H68 1.080
60 C -2.67 8.77 2.46  C59 1.417, C61 1.374, N63 1.486
61 C -1.46 9.01 1.86  C60 1.374, C62 1.381, H69 1.080
62 C -1.17 8.36 0.68  C57 1.410, C61 1.381, H70 1.080
63 N -3.09 9.61 3.61  C60 1.486, O64 1.198, O65 1.251
64 O -3.98 9.21 4.30  N63 1.198
65 O -2.51 10.69 3.83  N63 1.251
66 H -1.68 6.77 -0.70  C57 1.080
67 H -3.90 6.35 0.54  C58 1.080
68 H -4.51 7.48 2.40  C59 1.080
69 H -0.78 9.84 2.02  C61 1.080
70 H -0.29 8.65 0.13  C62 1.080
71 O -1.72 1.85 -1.85  S72 1.513
72 S -0.21 1.71 -1.79  O71 1.513, O73 1.455, O74 1.646, C77 1.814
73 O 0.53 2.20 -0.64  S72 1.455
74 O 0.14 0.11 -1.84  S72 1.646, C75 1.421
75 C -0.74 -0.78 -1.16  O74 1.421, C76 1.564, H78 1.090, H79 1.090
76 C -0.56 -0.87 0.39  C75 1.564, H80 1.090, H81 1.090, H82 1.090
77 C 0.55 2.05 -3.40  S72 1.814, H83 1.090, H84 1.090, H85 1.090
78 H -0.62 -1.75 -1.63  C75 1.090
79 H -1.77 -0.48 -1.36  C75 1.090
80 H -0.86 0.07 0.84  C76 1.090
81 H 0.51 -0.91 0.62  C76 1.090
82 H -1.23 -1.54 0.94  C76 1.090
83 H 1.01 3.03 -3.54  C77 1.090
84 H -0.32 1.90 -4.04  C77 1.090
85 H 1.31 1.33 -3.68  C77 1.090
86 O -3.03 -4.34 9.58  S87 1.467
87 S -1.79 -4.75 10.25  O86 1.467, O88 1.411, O89 1.627, C92 1.787
88 O -1.64 -6.14 10.40  S87 1.411
89 O -0.56 -4.23 9.31  S87 1.627, C90 1.467
90 C -0.58 -2.87 8.76  O89 1.467, C91 1.467, H93 1.090, H94 1.090
91 C -1.16 -2.93 7.41  C90 1.467, H95 1.090, H96 1.090, H97 1.090
92 C -1.44 -3.83 11.74  S87 1.787, H98 1.090, H99 1.090, H100 1.090
93 H 0.49 -2.70 8.88  C90 1.090
94 H -1.15 -2.16 9.36  C90 1.090
95 H -1.19 -2.08 6.73  C91 1.090
96 H -2.15 -3.37 7.24  C91 1.090
97 H -0.55 -3.70 6.94  C91 1.090
98 H -2.22 -4.23 12.38  C92 1.090
99 H -1.56 -2.77 11.52  C92 1.090
100 H -0.53 -4.09 12.29  C92 1.090
101 O -7.18 0.74 -2.85  S102 1.474
102 S -7.77 2.07 -2.58  O101 1.474, O103 1.433, O104 1.713, C107 1.761
103 O -9.16 2.31 -2.84  S102 1.433
104 O -7.45 2.51 -0.96  S102 1.713, C105 1.412
105 C -6.46 1.75 -0.31  O104 1.412, C106 1.481, H108 1.090, H109 1.090
106 C -6.23 2.49 0.95  C105 1.481, H110 1.090, H111 1.090, H112 1.090
107 C -6.78 3.37 -3.23  S102 1.761, H113 1.090, H114 1.090, H115 1.090
108 H -5.60 1.64 -0.97  C105 1.090
109 H -6.76 0.79 0.12  C105 1.090
110 H -5.24 2.36 1.40  C106 1.090
111 H -7.07 2.18 1.56  C106 1.090
112 H -6.29 3.57 0.79  C106 1.090
113 H -7.07 4.26 -2.67  C107 1.090
114 H -7.23 3.32 -4.22  C107 1.090
115 H -5.73 3.09 -3.20  C107 1.090
116 C -4.73 -6.09 1.03  C117 1.525, O121 1.396, H123 1.090, H124 1.090
117 C -4.51 -5.77 2.50  C116 1.525, O118 1.416, F122 1.374, H125 1.090
118 O -3.35 -6.52 2.80  C117 1.416, C119 1.306
119 C -2.91 -7.21 1.77  O118 1.306, O120 1.181, O121 1.363
120 O -1.86 -7.74 1.78  C119 1.181
121 O -3.78 -7.06 0.73  C116 1.396, C119 1.363
122 F -5.58 -6.38 3.12  C117 1.374
123 H -4.63 -5.42 0.17  C116 1.090
124 H -5.72 -6.55 1.05  C116 1.090
125 H -4.58 -4.72 2.76  C117 1.090
126 C 1.93 7.48 -9.19  C127 1.469, O131 1.373, H133 1.090, H134 1.090
127 C 2.33 6.28 -8.44  C126 1.469, O128 1.405, F132 1.394, H135 1.090
128 O 1.37 6.07 -7.44  C127 1.405, C129 1.346
129 C 0.29 6.75 -7.89  O128 1.346, O130 1.238, O131 1.352
130 O -0.84 6.63 -7.40  C129 1.238
131 O 0.57 7.43 -9.02  C126 1.373, C129 1.352
132 F 3.64 6.34 -7.96  C127 1.394
133 H 2.17 7.48 -10.25  C126 1.090
134 H 2.28 8.39 -8.69  C126 1.090
135 H 2.28 5.58 -9.28  C127 1.090



# 2
Computed, not measured: a cluster of 7 separate species, C23H51NO16 in total in a non-equilibrium geometry, with wB97M-V/def2-TZVPD.

## Properties
charge	0
2S+1	1
HOMO-LUMO gap	7.27	eV
LUMO energy	0.47	eV
HOMO	-6.804	eV

Last columns: bonded neighbours and bond lengths (Å).
Geometry (Å):
1 N -0.90 -0.40 0.23  H2 1.016, H3 1.038, H4 1.019, H5 1.049
2 H -0.83 -0.68 -0.75  N1 1.016
3 H -1.28 0.56 0.23  N1 1.038
4 H 0.00 -0.44 0.70  N1 1.019
5 H -1.65 -0.99 0.67  N1 1.049
6 C -2.88 -3.85 2.78  C7 1.556, H10 1.095, H11 1.090, H12 1.096
7 C -3.56 -2.99 1.68  C6 1.556, C8 1.541, O9 1.357, H13 1.107
8 C -4.88 -2.43 2.23  C7 1.541, H14 1.096, H15 1.092, H16 1.094
9 O -2.72 -2.04 1.18  C7 1.357
10 H -3.54 -4.60 3.24  C6 1.095
11 H -2.37 -3.26 3.54  C6 1.090
12 H -2.10 -4.46 2.30  C6 1.096
13 H -3.80 -3.78 0.94  C7 1.107
14 H -4.68 -1.89 3.15  C8 1.096
15 H -5.63 -3.21 2.41  C8 1.092
16 H -5.33 -1.70 1.55  C8 1.094
17 C -0.18 3.26 4.24  C18 1.523, H24 1.087, H25 1.092, H26 1.090
18 C 1.19 2.63 4.43  C17 1.523, O19 1.440, H27 1.089, H28 1.089
19 O 1.07 1.26 4.87  C18 1.440, C20 1.331
20 C 0.62 0.39 3.97  O19 1.331, O21 1.206, O22 1.312
21 O 0.40 0.61 2.80  C20 1.206
22 O 0.52 -0.78 4.55  C20 1.312, C23 1.446
23 C -0.15 -1.81 3.79  O22 1.446, H29 1.084, H30 1.091, H31 1.087
24 H -0.82 3.08 5.09  C17 1.087
25 H -0.68 2.82 3.37  C17 1.092
26 H -0.06 4.32 3.98  C17 1.090
27 H 1.73 3.09 5.26  C18 1.089
28 H 1.86 2.71 3.56  C18 1.089
29 H -0.26 -2.67 4.45  C23 1.084
30 H 0.53 -2.10 2.99  C23 1.091
31 H -1.09 -1.46 3.37  C23 1.087
32 C 3.98 -3.22 -2.41  C33 1.513, H39 1.087, H40 1.092, H41 1.093
33 C 3.14 -2.99 -1.17  C32 1.513, O34 1.422, H42 1.094, H43 1.093
34 O 3.80 -2.00 -0.40  C33 1.422, C35 1.316
35 C 3.18 -1.32 0.54  O34 1.316, O36 1.204, O37 1.327
36 O 2.00 -1.34 0.78  C35 1.204
37 O 4.09 -0.57 1.15  C35 1.327, C38 1.425
38 C 3.75 0.16 2.33  O37 1.425, H44 1.090, H45 1.089, H46 1.088
39 H 4.95 -3.64 -2.16  C32 1.087
40 H 4.11 -2.31 -3.00  C32 1.092
41 H 3.40 -3.86 -3.08  C32 1.093
42 H 3.08 -3.88 -0.55  C33 1.094
43 H 2.11 -2.74 -1.46  C33 1.093
44 H 4.65 0.75 2.49  C38 1.090
45 H 3.63 -0.46 3.22  C38 1.089
46 H 2.93 0.85 2.18  C38 1.088
47 C 1.58 1.74 -1.56  C48 1.513, H54 1.087, H55 1.094, H56 1.093
48 C 2.82 2.38 -2.13  C47 1.513, O49 1.423, H57 1.091, H58 1.092
49 O 4.00 1.66 -1.79  C48 1.423, C50 1.330
50 C 4.69 1.06 -2.75  O49 1.330, O51 1.200, O52 1.328
51 O 4.50 1.14 -3.93  C50 1.200
52 O 5.67 0.38 -2.17  C50 1.328, C53 1.416
53 C 6.60 -0.26 -3.02  O52 1.416, H59 1.092, H60 1.089, H61 1.087
54 H 0.67 2.27 -1.84  C47 1.087
55 H 1.70 1.58 -0.48  C47 1.094
56 H 1.45 0.72 -1.95  C47 1.093
57 H 2.99 3.39 -1.73  C48 1.091
58 H 2.70 2.43 -3.21  C48 1.092
59 H 6.09 -0.68 -3.90  C53 1.092
60 H 6.98 -1.15 -2.53  C53 1.089
61 H 7.39 0.41 -3.32  C53 1.087
62 C -2.13 -3.05 -2.26  C63 1.513, H69 1.087, H70 1.093, H71 1.092
63 C -2.92 -2.02 -3.05  C62 1.513, O64 1.438, H72 1.095, H73 1.087
64 O -2.09 -1.46 -4.09  C63 1.438, C65 1.327
65 C -1.18 -0.55 -3.74  O64 1.327, O66 1.186, O67 1.338
66 O -0.89 -0.18 -2.66  C65 1.186
67 O -0.57 -0.08 -4.84  C65 1.338, C68 1.427
68 C -1.18 -0.25 -6.12  O67 1.427, H74 1.087, H75 1.088, H76 1.087
69 H -1.25 -2.66 -1.76  C62 1.087
70 H -1.87 -3.84 -2.96  C62 1.093
71 H -2.74 -3.49 -1.47  C62 1.092
72 H -3.22 -1.18 -2.41  C63 1.095
73 H -3.81 -2.46 -3.47  C63 1.087
74 H -2.27 -0.24 -6.02  C68 1.087
75 H -0.85 -1.20 -6.54  C68 1.088
76 H -0.88 0.54 -6.80  C68 1.087
77 C -2.62 5.97 -0.53  C78 1.513, H84 1.095, H85 1.087, H86 1.087
78 C -2.07 4.58 -0.32  C77 1.513, O79 1.448, H87 1.089, H88 1.087
79 O -2.72 4.03 0.85  C78 1.448, C80 1.313
80 C -2.78 2.72 0.97  O79 1.313, O81 1.217, O82 1.321
81 O -2.36 1.91 0.17  C80 1.217
82 O -3.42 2.41 2.08  C80 1.321, C83 1.435
83 C -3.86 1.05 2.21  O82 1.435, H89 1.089, H90 1.092, H91 1.086
84 H -2.16 6.59 0.25  C77 1.095
85 H -3.69 6.06 -0.35  C77 1.087
86 H -2.28 6.35 -1.49  C77 1.087
87 H -1.02 4.64 -0.06  C78 1.089
88 H -2.26 3.96 -1.20  C78 1.087
89 H -3.06 0.32 2.25  C83 1.089
90 H -4.48 0.83 1.34  C83 1.092
91 H -4.51 0.97 3.08  C83 1.086



no.,E_tot (eV)
1,-144114.0949
2,-58928.3083